Entry 1:
# C20H36CoN4O5SSi2Te

A molecular structure, C20H36CoN4O5SSi2Te (ωB97M-V/def2-TZVPD, OMol25).

Geometry (Å):
Co  1.398  0.209  0.506
O  2.443  2.569  -2.370
S  3.151  1.344  -1.973
N  2.589  0.453  -0.950
C  4.115  -3.282  1.012
C  3.503  -1.925  1.236
N  4.294  -0.959  1.706
O  2.308  -1.737  0.976
H  4.991  -3.453  1.636
H  4.412  -3.351  -0.035
H  3.367  -4.047  1.202
H  5.273  -1.128  1.848
H  3.910  -0.013  1.796
O  0.780  3.679  4.339
C  0.380  3.671  3.057
C  -0.808  4.326  2.723
C  -1.231  4.371  1.409
C  -0.481  3.772  0.399
C  0.676  3.094  0.737
C  1.107  3.006  2.059
C  2.287  2.177  2.454
O  2.862  2.415  3.527
O  2.617  1.197  1.694
H  1.689  3.281  4.333
H  -1.365  4.811  3.514
H  -2.143  4.901  1.163
H  -0.783  3.852  -0.636
H  1.293  2.672  -0.053
N  -0.361  -0.058  4.159
C  -1.430  0.520  3.516
C  -1.077  0.579  2.206
N  0.183  0.049  2.051
C  0.588  -0.320  3.244
H  -0.277  -0.220  5.147
H  -2.310  0.850  4.037
H  -1.614  1.013  1.381
H  1.550  -0.746  3.470
C  -3.777  -3.462  0.584
Si  -2.004  -3.087  0.115
C  -1.390  -4.344  -1.126
C  -0.921  -3.072  1.638
C  -1.966  -1.369  -0.663
Te  -0.020  -0.811  -1.341
C  -0.634  1.012  -2.281
Si  -0.880  0.830  -4.139
C  -1.492  2.468  -4.804
C  0.761  0.384  -4.907
C  -2.150  -0.513  -4.455
H  -3.860  -4.455  1.031
H  -4.433  -3.434  -0.289
H  -4.153  -2.737  1.309
H  -1.440  -5.353  -0.709
H  -0.354  -4.153  -1.413
H  -1.997  -4.330  -2.034
H  -0.854  -4.069  2.080
H  -1.338  -2.398  2.393
H  0.093  -2.731  1.414
H  -2.310  -0.633  0.063
H  -2.617  -1.317  -1.538
H  0.162  1.731  -2.081
H  -1.535  1.338  -1.757
H  -0.767  3.258  -4.596
H  -2.443  2.753  -4.349
H  -1.638  2.425  -5.886
H  1.492  1.172  -4.712
H  0.669  0.265  -5.989
H  1.154  -0.551  -4.501
H  -3.121  -0.251  -4.027
H  -1.833  -1.468  -4.026
H  -2.293  -0.668  -5.527

Forces on atoms 1 to 2 (eV/Å):
-0.128 0.081 0.143
-0.014 0.074 0.005

Results
HOMO-LUMO gap (alpha / beta): 0.31469 / 0.31464 hartree
energy above the lowest of the compared OMol25 structures with the same formula, charge and spin: 0.000 eV
HOMO (alpha / beta): -8.262 / -8.254 eV
spin multiplicity: 2
⟨S²⟩: 0.7616

***

Entry 2:
# C3H12N2

2 unconnected molecules or ions with the total composition C3H12N2 in a non-equilibrium geometry (ωB97M-V/def2-TZVPD, OMol25).

Geometry (Å):
C  -1.962  -0.580  -0.967
N  -1.708  -1.462  0.195
H  -2.219  -1.212  -1.813
H  -2.926  -0.078  -0.828
H  -1.145  0.115  -1.118
H  -2.560  -1.989  0.335
H  -1.594  -0.936  1.054
C  0.796  1.020  1.231
C  1.477  0.087  0.275
N  1.843  0.825  -0.978
H  1.386  1.915  1.408
H  0.707  0.588  2.226
H  -0.132  1.441  0.853
H  0.874  -0.755  0.103
H  2.425  -0.338  0.609
H  1.950  0.196  -1.768
H  2.787  1.162  -0.818

Forces on atoms 1 to 2 (eV/Å):
-1.267 -0.591 0.930
0.002 -0.046 -0.298

Results
HOMO-LUMO gap: 0.38331 hartree
energy above the lowest of the compared OMol25 structures with the same formula, charge and spin: 0.483 eV
HOMO: -9.274 eV
SMILES: CCN.CN

***

Entry 3:
# C28H25BeF5NOS

A molecular structure, C28H25BeF5NOS in a non-equilibrium geometry (ωB97M-V/def2-TZVPD, OMol25).

Geometry (Å):
C  1.789  0.462  0.561
C  1.873  -0.286  -0.639
C  1.798  0.635  -1.731
H  2.098  -1.353  -0.691
C  1.807  1.959  -1.195
C  1.782  1.842  0.223
H  1.907  2.888  -1.746
C  -1.581  -2.461  1.336
C  -0.561  -3.271  0.775
C  -0.568  -3.081  -0.633
H  0.145  -3.892  1.307
C  -1.595  -2.139  -0.926
C  -2.219  -1.748  0.297
H  1.968  0.381  -2.772
H  1.687  2.661  0.916
H  1.853  0.050  1.566
H  -3.031  -1.028  0.407
H  0.095  -3.538  -1.371
H  -1.860  -2.388  2.369
Be  0.316  1.019  -0.492
C  -1.848  -1.490  -2.248
C  -3.359  -1.370  -2.437
C  -1.184  -2.306  -3.362
H  -3.810  -2.364  -2.264
H  -3.614  -1.071  -3.463
H  -3.770  -0.680  -1.684
H  -1.540  -3.348  -3.310
H  -0.090  -2.293  -3.257
H  -1.419  -1.917  -4.362
C  -1.113  -0.126  -2.049
C  -1.642  1.217  -2.491
H  -0.144  -0.229  -2.552
H  -1.066  0.025  -0.930
O  -1.987  2.047  -1.584
N  -1.345  1.483  -3.857
C  -0.247  2.528  -4.022
H  -2.165  1.811  -4.373
C  0.998  1.958  -4.648
C  2.187  2.670  -4.454
H  2.131  3.653  -3.979
C  3.413  2.106  -4.791
H  4.333  2.642  -4.538
C  3.429  0.844  -5.399
H  4.392  0.371  -5.585
C  2.234  0.175  -5.700
H  2.259  -0.791  -6.207
C  1.003  0.722  -5.301
H  0.051  0.209  -5.468
H  0.084  2.912  -3.026
H  -0.656  3.383  -4.607
F  0.776  1.839  6.520
C  0.225  1.650  5.312
C  -0.502  2.691  4.730
F  -0.700  3.860  5.371
C  -0.970  2.527  3.445
F  -1.577  3.568  2.835
C  -0.819  1.321  2.733
S  -1.438  1.362  1.136
C  -0.149  0.268  3.396
F  -0.031  -0.943  2.789
C  0.449  0.450  4.631
F  1.354  -0.440  5.109

Forces on atoms 1 to 2 (eV/Å):
1.097 0.179 -0.013
0.243 0.554 -0.175

Results
total charge: -1
HOMO-LUMO gap: 0.18522 hartree
energy above the lowest of the compared OMol25 structures with the same formula, charge and spin: 2.922 eV
HOMO: -2.752 eV

***

Entry 4:
# C3H7NO2S

A molecular structure, C3H7NO2S in a non-equilibrium geometry (ωB97M-V/def2-TZVPD, OMol25).

Geometry (Å):
O  1.766  -1.139  0.833
C  1.476  -0.495  -0.306
O  2.156  -0.470  -1.369
C  0.242  0.448  -0.200
C  -0.982  -0.444  -0.634
S  -2.320  -0.353  0.478
N  0.233  1.031  1.100
H  1.094  -1.696  0.012
H  0.380  1.268  -1.069
H  -0.531  -1.351  -0.706
H  -1.310  -0.228  -1.672
H  -2.040  1.891  0.424
H  0.599  0.516  1.818
H  -0.762  1.022  1.290

Forces on atoms 1 to 2 (eV/Å):
-2.063 -2.773 -2.902
2.585 5.999 -4.464

Results
HOMO-LUMO gap: 0.26649 hartree
energy above the lowest of the compared OMol25 structures with the same formula, charge and spin: 7.878 eV
HOMO: -9.693 eV